# 1
Density functional theory data (ωB97M-V with the def2-TZVPD basis set) for a molecular structure, C22H50P2Si2Sn in a non-equilibrium geometry.

Positions of all 77 atoms, in Å:
P: -1.375 1.586 -2.292
P: 1.392 -2.099 -1.281
C: -0.013 0.242 -2.962
C: 0.189 -1.254 -2.662
H: 0.912 0.777 -3.316
H: -0.585 0.288 -3.894
H: -0.789 -1.657 -2.337
H: 0.574 -1.803 -3.529
C: 3.219 -1.820 -1.572
H: 3.750 -2.117 -0.658
H: 3.526 -0.794 -1.839
H: 3.533 -2.462 -2.416
C: 1.579 -3.871 -1.669
H: 2.405 -4.006 -2.391
H: 0.677 -4.311 -2.111
H: 1.866 -4.411 -0.750
C: -0.865 3.067 -3.236
H: -1.476 3.905 -2.881
H: -1.038 2.930 -4.317
H: 0.190 3.327 -3.050
C: -2.748 0.947 -3.329
H: -2.720 -0.152 -3.313
H: -2.648 1.325 -4.359
H: -3.684 1.299 -2.873
Sn: 1.809 0.843 -1.183
C: 2.430 -1.414 -4.730
C: 3.249 -0.363 -4.483
C: 3.587 0.705 -5.482
C: 2.376 1.341 -6.222
C: 1.123 1.255 -5.441
C: 0.201 0.310 -5.696
C: 0.392 -1.042 -6.305
C: 1.772 -1.708 -6.059
C: -0.263 0.192 -0.123
H: 2.467 -2.304 -4.083
H: 3.945 -0.412 -3.657
H: 4.252 0.293 -6.261
H: 4.152 1.520 -4.998
H: 2.607 2.396 -6.428
H: 2.191 0.864 -7.201
H: 0.912 2.128 -4.800
H: -0.871 0.549 -5.636
H: 0.237 -0.945 -7.387
H: -0.417 -1.720 -5.972
H: 1.603 -2.798 -6.099
H: 2.448 -1.477 -6.905
H: -0.113 -0.401 0.796
H: -0.898 -0.438 -0.769
H: -0.784 1.137 0.099
C: 0.119 -2.677 1.651
Si: 1.623 -1.683 2.251
C: 1.251 -1.625 4.100
C: 3.072 -2.835 2.004
C: 2.102 -0.015 1.490
Si: 1.691 1.488 2.530
C: 3.038 1.646 3.845
C: 1.644 3.106 1.571
C: 0.034 1.484 3.436
H: 0.309 -3.753 1.801
H: -0.140 -2.554 0.588
H: -0.776 -2.409 2.229
H: 1.447 -2.634 4.500
H: 1.881 -0.916 4.649
H: 0.200 -1.384 4.306
H: 2.807 -3.835 2.373
H: 3.396 -2.927 0.964
H: 3.916 -2.456 2.596
H: 3.224 -0.011 1.338
H: 4.018 1.767 3.359
H: 2.853 2.526 4.478
H: 3.110 0.762 4.495
H: 0.959 3.071 0.715
H: 1.285 3.895 2.249
H: 2.641 3.386 1.210
H: -0.815 1.264 2.780
H: -0.012 0.780 4.275
H: -0.131 2.493 3.847

## Properties
E_LUMO (alpha / beta) = -7.973 / -9.616 eV
Net charge = +2

=====

# 2
Density functional theory data (ωB97M-V with the def2-TZVPD basis set) for a molecular structure, C34H41ClGe2N3O2Re.

Positions of all 84 atoms, in Å:
Re: 0.088 0.791 0.956
Cl: -3.326 6.819 -1.490
C: -2.788 5.334 -0.824
C: -3.702 4.301 -0.582
C: -3.283 3.100 -0.045
C: -1.938 2.888 0.243
O: -1.585 1.697 0.764
C: -1.013 3.934 0.036
C: 0.313 3.879 0.573
N: 0.921 2.793 0.927
C: 2.015 2.864 1.849
C: 3.045 3.765 1.829
C: 3.963 3.806 2.899
C: 3.812 2.983 3.981
C: 2.756 2.043 4.025
C: 2.499 1.200 5.133
C: 1.435 0.338 5.101
C: 0.655 0.256 3.944
N: 0.867 1.022 2.880
C: 1.885 1.958 2.927
C: -1.467 5.162 -0.486
H: -4.749 4.461 -0.803
H: -3.994 2.315 0.171
H: 0.794 4.835 0.783
H: 3.154 4.462 1.007
H: 4.775 4.519 2.868
H: 4.494 3.046 4.820
H: 3.141 1.255 6.004
H: 1.198 -0.302 5.938
H: -0.152 -0.461 3.873
H: -0.775 5.987 -0.604
C: -3.953 -0.597 -2.686
C: -2.846 0.248 -2.036
Ge: -1.120 -0.357 -2.666
C: -0.502 0.060 -4.460
C: -1.217 -0.869 -5.461
C: -0.629 -2.150 -2.203
C: -0.404 -2.745 -1.025
Ge: -0.254 -1.700 0.612
C: 1.716 -1.168 0.841
C: 2.543 -1.820 1.949
C: -1.333 -2.305 2.141
C: -0.715 -3.328 3.096
C: -0.235 -4.198 -0.860
C: -0.899 -5.102 -1.691
C: -0.702 -6.463 -1.538
C: 0.159 -6.942 -0.559
C: 0.819 -6.056 0.280
C: 0.612 -4.694 0.134
H: -4.924 -0.299 -2.293
H: -3.828 -1.659 -2.473
H: -3.988 -0.467 -3.767
H: -2.855 0.124 -0.951
H: -2.984 1.310 -2.248
H: 0.577 -0.111 -4.501
H: -0.692 1.099 -4.730
H: -1.063 -1.923 -5.234
H: -0.823 -0.696 -6.461
H: -2.290 -0.679 -5.497
H: -0.638 -2.792 -3.085
H: 1.984 -0.057 0.914
H: 2.111 -1.398 -0.151
H: 2.110 -1.667 2.936
H: 3.568 -1.447 1.963
H: 2.592 -2.894 1.778
H: -2.226 -2.725 1.668
H: -1.683 -1.417 2.672
H: -0.504 -4.268 2.589
H: -1.411 -3.542 3.906
H: 0.220 -2.981 3.543
H: -1.594 -4.745 -2.441
H: -1.228 -7.157 -2.180
H: 0.308 -8.007 -0.445
H: 1.492 -6.426 1.042
H: 1.148 -4.010 0.786
C: 2.401 1.661 -1.901
C: 0.919 1.732 -2.031
N: 0.389 2.683 -2.752
O: 0.154 0.851 -1.470
H: 2.830 1.415 -2.877
H: 2.688 0.885 -1.199
H: 2.815 2.620 -1.592
H: 0.966 3.348 -3.250
H: -0.616 2.776 -2.832

## Properties
<S²> = 3.77
2S+1 = 4
E_LUMO (alpha / beta) = -8.778 / -9.895 eV
Net charge = +3

=====

# 3
Density functional theory data (ωB97M-V with the def2-TZVPD basis set) for a single C3H7N3O2 molecule in a non-equilibrium geometry.

Positions of all 15 atoms, in Å:
H: 3.239 -1.346 0.853
N: 2.305 -1.202 0.500
C: 1.923 -0.075 -0.001
O: 2.148 1.089 -0.127
N: 0.322 -0.693 -0.409
C: -0.769 -0.028 0.291
C: -1.159 1.307 -0.312
N: -1.876 -1.058 0.353
O: -2.981 -0.624 0.184
H: 0.147 -0.748 -1.409
H: 0.919 -1.600 0.128
H: -0.460 0.077 1.337
H: -1.541 1.169 -1.325
H: -0.281 1.951 -0.346
H: -1.937 1.781 0.284

## Properties
Energy above the lowest of the compared OMol25 structures with the same formula, charge and spin = 119.24 kcal/mol
E_LUMO = -0.384 eV
Structure (SMILES) = [H]/N=C(\[O-])[NH2+][C@@H](C)N=O
Net charge = 0

=====

# 4
Density functional theory data (ωB97M-V with the def2-TZVPD basis set) for 5 unconnected molecules or ions with the total composition C2H16NO5 in a non-equilibrium geometry.

Positions of all 24 atoms, in Å:
C: -0.539 -0.316 2.785
O: -1.108 -1.618 2.991
C: -0.368 -0.279 1.248
N: 0.902 -0.994 0.923
H: 0.246 -0.099 3.503
H: -1.458 0.320 2.958
H: -0.734 -2.039 3.809
H: -1.275 -0.837 0.825
H: -0.279 0.790 0.927
H: 1.190 -0.620 -0.025
H: 0.827 -2.049 0.967
H: 1.599 -0.454 1.493
H: 3.302 0.931 -0.543
H: 4.248 -0.111 0.238
O: 3.350 0.212 0.137
H: -0.442 0.203 -1.475
H: 0.540 1.209 -2.080
O: 0.490 0.377 -1.588
H: -3.643 0.660 -1.290
H: -2.777 -0.363 -2.005
O: -2.762 0.553 -1.657
H: 0.053 1.068 -4.547
H: -1.122 1.835 -3.948
O: -0.240 1.623 -3.646

## Properties
Energy above the lowest of the compared OMol25 structures with the same formula, charge and spin = 33.32 kcal/mol
E_LUMO = -2.748 eV
Net charge = +1

=====

# 5
Density functional theory data (ωB97M-V with the def2-TZVPD basis set) for a molecular structure, C28H38CsN10OSe4.

Positions of all 82 atoms, in Å:
Cs: -0.187 0.033 -0.020
C: 3.555 -1.187 1.243
N: 2.524 -0.289 1.766
C: 2.637 -0.224 3.211
C: 1.370 0.173 3.904
N: 0.254 -0.506 3.921
C: -0.563 0.193 4.798
C: -1.852 -0.101 5.241
C: -2.443 0.748 6.159
C: -1.759 1.873 6.652
C: -0.474 2.168 6.237
C: 0.104 1.313 5.305
N: 1.346 1.278 4.709
C: 3.688 -1.041 -0.230
N: 3.260 -1.919 -1.104
C: 3.534 -1.328 -2.337
C: 3.279 -1.788 -3.631
C: 3.584 -0.953 -4.685
C: 4.128 0.327 -4.470
C: 4.403 0.791 -3.202
C: 4.117 -0.072 -2.148
N: 4.259 0.059 -0.783
H: 3.282 -2.224 1.452
H: 4.530 -0.987 1.712
H: 2.751 0.654 1.416
H: 3.437 0.469 3.508
H: 2.898 -1.215 3.593
H: -2.356 -0.994 4.890
H: -3.439 0.533 6.526
H: -2.246 2.516 7.373
H: 0.056 3.031 6.619
H: 2.050 1.999 4.695
H: 2.841 -2.766 -3.793
H: 3.383 -1.277 -5.699
H: 4.310 0.972 -5.320
H: 4.776 1.791 -3.026
H: 4.482 0.907 -0.272
N: -0.237 -3.281 -0.247
C: 0.062 -3.462 -1.676
C: -1.100 -3.031 -2.555
N: -1.325 -1.603 -2.428
C: -2.204 -1.012 -3.424
C: -2.079 0.501 -3.431
N: -2.408 1.071 -2.122
H: -0.819 -4.033 0.099
H: 0.628 -3.291 0.284
H: 0.912 -2.826 -1.903
H: 0.350 -4.490 -1.932
H: -0.832 -3.242 -3.594
H: -1.998 -3.631 -2.324
H: -1.688 -1.397 -1.507
H: -1.900 -1.382 -4.408
H: -3.257 -1.311 -3.281
H: -1.043 0.773 -3.643
H: -2.694 0.903 -4.248
H: -2.181 2.061 -2.122
H: -3.387 0.945 -1.892
C: -3.802 -1.819 2.553
C: -3.604 -0.592 1.697
O: -3.519 -0.670 0.480
N: -3.529 0.590 2.362
C: -3.241 1.837 1.669
C: -2.128 2.630 2.319
C: -2.374 3.511 3.362
C: -1.317 4.262 3.855
C: -0.059 4.106 3.300
C: 0.100 3.187 2.271
N: -0.911 2.456 1.802
H: -2.848 -2.343 2.628
H: -4.509 -2.476 2.051
H: -4.163 -1.586 3.554
H: -3.451 0.576 3.367
H: -4.145 2.449 1.608
H: -2.937 1.574 0.658
H: -3.376 3.625 3.759
H: -1.482 4.968 4.661
H: 0.791 4.686 3.634
H: 1.070 3.043 1.799
Se: 0.796 3.272 -2.876
Se: 1.926 2.409 -1.068
Se: 3.489 3.974 -0.181
Se: 4.155 2.687 1.655

## Properties
Energy above the lowest of the compared OMol25 structures with the same formula, charge and spin = 15.35 kcal/mol
E_LUMO = 1.678 eV
Net charge = -1

=====

# 6
Density functional theory data (ωB97M-V with the def2-TZVPD basis set) for a gas-phase ion, C4H12N3 (charge +1) in a non-equilibrium geometry.

Positions of all 19 atoms, in Å:
N: 0.757 1.274 1.698
C: 1.784 0.568 1.279
N: 1.935 0.084 0.072
C: 0.987 0.091 -1.103
C: -0.231 -0.787 -0.904
C: -1.436 -0.166 -0.187
N: -2.580 -0.980 -0.337
H: 0.218 1.919 1.139
H: 0.405 1.117 2.631
H: 2.508 0.185 1.997
H: 2.907 0.006 -0.204
H: 0.724 1.140 -1.226
H: 1.603 -0.314 -1.898
H: -0.527 -1.146 -1.890
H: 0.060 -1.742 -0.462
H: -1.158 0.053 0.835
H: -1.578 0.807 -0.689
H: -3.147 -0.986 -1.169
H: -3.232 -1.124 0.417

## Properties
Energy above the lowest of the compared OMol25 structures with the same formula, charge and spin = 39.54 kcal/mol
E_LUMO = -3.962 eV
Structure (SMILES) = N/C=[NH+]\CCCN
Net charge = +1

=====

no.,electronic energy (eV)
1,-63766.38882
2,-172147.31861
3,-11786.14229
4,-14054.14262
5,-308540.97473
6,-8806.01980